*P*
The following is a DFT calculation (wB97M-V/def2-TZVPD) of a cluster of 3 separate species, C2H4 in total.

XYZ file:
```
6
Properties=species:S:1:pos:R:3
C 0.080 -0.812 0.167
C -0.312 0.378 0.423
H -1.234 -1.699 -0.192
H 0.805 -1.577 0.021
H 0.405 2.565 -1.784
H 0.943 3.059 -1.695
```

Results
Spin multiplicity   1
M   28.1 g/mol
E_HOMO   -10.983 eV
Frontier orbital gap   9.463 eV

Population analysis type Mulliken, resulting atomic charges in e:
1 C -0.3828
2 C -0.1792
3 H 0.2078
4 H 0.3555
5 H -0.0624
6 H 0.0611

---

*Q*
The following is a DFT calculation (wB97M-V/def2-TZVPD) of a cluster of 2 separate species, C2H4 in total.

XYZ file:
```
6
Properties=species:S:1:pos:R:3
C -1.610 0.252 0.110
C 1.262 0.049 0.026
H -1.151 -0.352 0.838
H -1.639 -0.428 -0.897
H 1.817 0.916 -0.117
H 1.727 -0.747 0.485
```

Results
Spin multiplicity   1
M   28.1 g/mol
E_HOMO (spin up / spin down)   -8.744 / -8.748 eV
Frontier orbital gap (spin up / spin down)   6.938 / 6.943 eV

Population analysis type Mulliken, resulting atomic charges in e:
1 C -0.3373
2 C -0.3597
3 H 0.1428
4 H 0.1387
5 H 0.1987
6 H 0.2168

---

Which is most stable, and by how much? *P*, by 63.8 kcal/mol.

---

*P*
The following is a DFT calculation (wB97M-V/def2-TZVPD) of an isolated molecule of C3H5NOS.

XYZ file:
```
11
Properties=species:S:1:pos:R:3
C 0.050 1.323 1.172
C 0.425 0.258 0.178
C -0.477 -0.525 -0.493
N -0.054 -1.549 -1.423
O 1.136 -1.608 -1.685
S -1.149 -2.558 -1.989
H -0.945 1.459 1.758
H 0.956 1.223 1.909
H 0.040 2.432 0.716
H 1.512 0.067 0.150
H -1.494 -0.521 -0.293
```

Results
Spin multiplicity   1
Structure (SMILES)   C/C=C/[N+]([O-])=S
M   103.1 g/mol
E_HOMO   -9.254 eV
Frontier orbital gap   8.079 eV

Atomic partial charges in e from the Mulliken method, atoms 1 to 6:
1 C -0.8744
2 C 0.0538
3 C -0.4815
4 N 0.4697
5 O -0.5236
6 S -0.1546

---

*Q*
The following is a DFT calculation (wB97M-V/def2-TZVPD) of an isolated molecule of C3H5NOS.

XYZ file:
```
11
Properties=species:S:1:pos:R:3
O 0.955 1.834 0.005
C 0.877 0.630 -0.005
C 1.850 -0.560 0.004
C 0.596 -1.459 0.004
N -0.213 -0.235 0.014
S -1.863 0.038 -0.088
H 2.479 -0.606 -0.880
H 2.487 -0.622 0.878
H 0.453 -2.068 -0.897
H 0.436 -2.112 0.899
H -2.135 0.097 1.249
```

Results
Spin multiplicity   1
Structure (SMILES)   O=C1CCN1S
M   103.1 g/mol
E_HOMO   -9.746 eV
Frontier orbital gap   10.477 eV

Atomic partial charges in e from the Mulliken method, atoms 1 to 6:
1 O -0.5957
2 C 0.4479
3 C -0.3691
4 C -0.4455
5 N 0.0099
6 S -0.1497

---

*R*
The following is a DFT calculation (wB97M-V/def2-TZVPD) of an isolated molecule of C3H5NOS.

XYZ file:
```
11
Properties=species:S:1:pos:R:3
N 1.560 0.150 -0.923
C 0.281 0.074 -1.238
O -0.141 0.327 -2.326
C -0.665 -0.354 -0.050
C -0.971 0.744 0.863
S -0.119 -0.602 1.727
H 2.173 0.865 -1.731
H 1.830 0.404 0.113
H -1.524 -0.749 -0.379
H -0.236 1.623 0.942
H -1.999 1.035 1.041
```

Results
Spin multiplicity   1
Structure (SMILES)   NC(=O)[C@@H]1CS1
M   103.1 g/mol
E_HOMO   -9.347 eV
Frontier orbital gap   9.962 eV

Atomic partial charges in e from the Mulliken method, atoms 1 to 6:
1 N -0.5073
2 C 0.4424
3 O -0.5730
4 C -0.4498
5 C -0.4334
6 S -0.1108

---

Which is most stable, and by how much? *Q*, by 19.1 kcal/mol.

---

*P*
The following is a DFT calculation (wB97M-V/def2-TZVPD) of an isolated molecule of C3H5NOS.

XYZ file:
```
11
Properties=species:S:1:pos:R:3
C 0.851 1.357 -0.128
C 1.371 0.423 0.634
C -0.102 -1.264 -0.379
N -0.912 -0.122 -0.743
O 0.939 -0.893 0.610
S -2.101 0.325 0.382
H 1.041 2.420 -0.042
H 2.169 0.352 1.353
H -0.586 -2.133 0.209
H 0.278 -1.503 -1.389
H -2.947 1.038 -0.507
```

Results
Spin multiplicity   1
M   103.1 g/mol
E_HOMO (spin up / spin down)   -8.785 / -8.725 eV
Frontier orbital gap (spin up / spin down)   7.951 / 8.333 eV

Atomic partial charges in e from the Mulliken method, atoms 1 to 6:
1 C -0.5502
2 C 0.0673
3 C -0.1280
4 N -0.3764
5 O -0.3603
6 S -0.0566

---

*Q*
The following is a DFT calculation (wB97M-V/def2-TZVPD) of a cluster of 2 separate species, C3H5NOS in total.

XYZ file:
```
11
Properties=species:S:1:pos:R:3
O 1.867 0.091 0.587
C 1.308 -0.934 1.304
N 0.453 -1.761 1.382
S -0.548 -2.755 1.990
H 1.138 0.518 0.102
C -0.574 0.225 -1.166
C -0.885 1.359 -0.597
H -1.033 -0.697 -1.073
H 0.233 0.292 -1.954
H -1.645 1.453 0.219
H -0.314 2.209 -0.794
```

Results
Spin multiplicity   1
Structure (SMILES)   OC#[N+][S-].C=C
M   103.1 g/mol
E_HOMO   -8.222 eV
Frontier orbital gap   7.906 eV

Atomic partial charges in e from the Mulliken method, atoms 1 to 6:
1 O -0.4047
2 C 0.3494
3 N -0.0344
4 S -0.2371
5 H 0.2713
6 C -0.9045

---

Which is most stable, and by how much? *Q*, by 38.9 kcal/mol.

---

*P*
The following is a DFT calculation (wB97M-V/def2-TZVPD) of an isolated molecule of C3H5NOS.

XYZ file:
```
11
Properties=species:S:1:pos:R:3
O -0.737 0.513 1.849
N 0.242 -0.091 1.062
C 0.581 0.830 -0.050
C -0.038 -0.034 -1.155
C -0.322 -1.146 -0.284
S -0.543 -2.720 -0.384
H -0.702 -0.038 2.685
H 1.743 0.983 -0.137
H 0.287 1.838 0.108
H 0.559 -0.408 -2.024
H -1.069 0.273 -1.670
```

Results
Spin multiplicity   1
Structure (SMILES)   ON1CCC1=S
M   103.1 g/mol
E_HOMO   -8.256 eV
Frontier orbital gap   7.973 eV

Atomic partial charges in e from the Mulliken method, atoms 1 to 6:
1 O -0.3978
2 N -0.1971
3 C -0.4126
4 C -0.2415
5 C 0.1614
6 S -0.2768

---

*Q*
The following is a DFT calculation (wB97M-V/def2-TZVPD) of an isolated molecule of C3H5NOS.

XYZ file:
```
11
Properties=species:S:1:pos:R:3
C -1.152 -0.690 -0.016
C -0.988 0.790 -0.400
N -0.111 1.608 -0.003
S 1.176 1.199 1.037
C 2.006 -0.064 0.203
O 1.724 -0.516 -0.872
H -0.699 -1.303 -0.788
H -2.229 -0.890 0.080
H -0.746 -0.842 0.988
H -1.770 1.164 -1.109
H 2.789 -0.457 0.880
```

Results
Spin multiplicity   1
Structure (SMILES)   C/C=N\SC=O
M   103.1 g/mol
E_HOMO   -9.111 eV
Frontier orbital gap   9.856 eV

Atomic partial charges in e from the Mulliken method, atoms 1 to 6:
1 C -1.0531
2 C 0.3064
3 N -0.4949
4 S 0.0009
5 C 0.1075
6 O -0.4513

---

*R*
The following is a DFT calculation (wB97M-V/def2-TZVPD) of an isolated molecule of C3H5NOS.

XYZ file:
```
11
Properties=species:S:1:pos:R:3
C -1.548 -1.259 0.527
C -1.348 -0.096 0.255
C 0.929 0.621 -0.323
N 1.470 -0.584 0.404
O -1.425 1.730 -1.568
S -1.000 1.528 -0.179
H -1.870 -2.173 0.689
H 1.620 -0.264 1.330
H 0.830 0.428 -1.349
H 1.708 1.315 -0.154
H 0.634 -1.246 0.367
```

Results
Spin multiplicity   1
M   103.1 g/mol
E_HOMO   -9.087 eV
Frontier orbital gap   9.728 eV

Atomic partial charges in e from the Mulliken method, atoms 1 to 6:
1 C 0.1549
2 C -0.4623
3 C -0.7604
4 N -0.5361
5 O -0.5310
6 S 0.2706

---

Which is most stable, and by how much? *Q*, by 72.1 kcal/mol.

---

*P*
The following is a DFT calculation (wB97M-V/def2-TZVPD) of an isolated molecule of C3H5NOS.

XYZ file:
```
11
Properties=species:S:1:pos:R:3
O -3.206 -0.451 -0.138
C -2.125 0.047 -0.283
C -0.888 -0.167 0.535
C 0.077 0.875 0.142
N 1.338 0.944 -0.049
S 2.151 -0.564 -0.089
H -1.978 0.867 -1.127
H -1.260 -0.063 1.489
H -0.405 -1.198 0.281
H -0.261 1.903 0.155
H 3.392 -0.013 -0.307
```

Results
Spin multiplicity   1
Structure (SMILES)   O=CC/C=N\S
M   103.1 g/mol
E_HOMO   -9.298 eV
Frontier orbital gap   9.996 eV

Atomic partial charges in e from the Mulliken method, atoms 1 to 6:
1 O -0.4407
2 C -0.0410
3 C -0.1211
4 C -0.1435
5 N -0.3836
6 S -0.1903

---

*Q*
The following is a DFT calculation (wB97M-V/def2-TZVPD) of an isolated molecule of C3H5NOS.

XYZ file:
```
11
Properties=species:S:1:pos:R:3
N 1.776 -0.612 -0.394
C 0.818 0.314 -0.074
O 1.009 1.519 -0.228
C -0.491 -0.213 0.461
C -1.667 0.628 0.061
S -3.107 0.070 -0.350
H 2.680 -0.384 -0.815
H 1.508 -1.598 -0.457
H -0.453 -0.139 1.553
H -0.712 -1.270 0.262
H -1.360 1.686 -0.019
```

Results
Spin multiplicity   1
Structure (SMILES)   NC(=O)CC=S
M   103.1 g/mol
E_HOMO   -8.820 eV
Frontier orbital gap   8.666 eV

Atomic partial charges in e from the Mulliken method, atoms 1 to 6:
1 N -0.3902
2 C 0.5049
3 O -0.6080
4 C -0.3687
5 C -0.2457
6 S -0.2382

---

*R*
The following is a DFT calculation (wB97M-V/def2-TZVPD) of a cluster of 2 separate species, C3H5NOS in total.

XYZ file:
```
11
Properties=species:S:1:pos:R:3
C -0.819 -0.530 0.158
C 1.458 -0.036 -1.128
C 0.455 0.201 -0.081
N -1.594 0.038 1.055
O -0.998 -1.416 -0.618
S 1.981 -0.119 0.646
H 1.205 -1.056 -1.524
H 1.952 0.601 -1.854
H 0.010 2.016 0.428
H -1.230 0.887 1.623
H -2.420 -0.587 1.295
```

Results
Spin multiplicity   1
M   103.1 g/mol
E_HOMO (spin up / spin down)   -8.557 / -8.554 eV
Frontier orbital gap (spin up / spin down)   8.153 / 8.151 eV

Atomic partial charges in e from the Mulliken method, atoms 1 to 6:
1 C 0.8134
2 C -0.7070
3 C -0.1909
4 N -0.4347
5 O -0.5836
6 S -0.0746

---

Which is most stable, and by how much? *Q*, by 41.0 kcal/mol.

---

*P*
The following is a DFT calculation (wB97M-V/def2-TZVPD) of a structure of composition C3H5NOS.

XYZ file:
```
11
Properties=species:S:1:pos:R:3
C 0.914 -0.358 -0.734
C 0.068 -0.475 1.607
C 0.544 0.256 0.376
N 0.756 -0.482 -1.928
O -1.508 0.410 -0.946
S -0.916 0.129 -2.271
H 0.130 -1.483 1.639
H 0.476 -0.001 2.461
H -1.052 -0.519 1.735
H 1.161 1.144 0.602
H -0.573 1.378 -2.541
```

Results
Spin multiplicity   1
M   103.1 g/mol
E_HOMO   -8.995 eV
Frontier orbital gap   9.568 eV

Atomic partial charges in e from the Mulliken method, atoms 1 to 6:
1 C 0.2956
2 C -1.1613
3 C 0.1062
4 N -0.5911
5 O -0.5173
6 S 0.3921

---

*Q*
The following is a DFT calculation (wB97M-V/def2-TZVPD) of a structure of composition C3H5NOS.

XYZ file:
```
11
Properties=species:S:1:pos:R:3
C 0.377 -0.049 -0.058
C -0.272 0.924 0.963
C -0.469 -1.268 0.374
H 0.033 -0.619 -1.899
H 0.990 0.747 -1.910
H 1.424 -0.238 0.181
H 0.453 1.363 1.662
H -0.863 1.682 0.466
N 0.170 0.282 -1.463
O -0.638 -2.380 -0.066
S -1.206 -0.444 1.751
```

Results
Spin multiplicity   1
M   103.1 g/mol
E_HOMO   -9.771 eV
Frontier orbital gap   10.396 eV

Atomic partial charges in e from the Mulliken method, atoms 1 to 6:
1 C 0.3301
2 C -0.6690
3 C 0.3083
4 H 0.2483
5 H 0.2515
6 H 0.2600

---

Which is most stable, and by how much? *Q*, by 80.4 kcal/mol.

---

*P*
The following is a DFT calculation (wB97M-V/def2-TZVPD) of an isolated molecule of C3H5NOS.

XYZ file:
```
11
Properties=species:S:1:pos:R:3
O -0.257 -1.513 0.119
C -0.453 -0.176 0.067
S -1.923 0.452 0.506
C 0.748 0.603 -0.359
C 2.090 0.275 0.235
N 1.739 -0.044 -1.164
H -1.139 -1.878 0.425
H 0.565 1.705 -0.494
H 2.752 1.114 0.476
H 2.030 -0.545 0.929
H 2.142 0.570 -1.884
```

Results
Spin multiplicity   1
Structure (SMILES)   OC(=S)[C@H]1CN1
M   103.1 g/mol
E_HOMO   -9.005 eV
Frontier orbital gap   9.291 eV

Atomic partial charges in e from the Mulliken method, atoms 1 to 6:
1 O -0.4134
2 C 0.0644
3 S -0.3246
4 C 0.1266
5 C -0.4355
6 N -0.5344

---

*Q*
The following is a DFT calculation (wB97M-V/def2-TZVPD) of an isolated molecule of C3H5NOS.

XYZ file:
```
11
Properties=species:S:1:pos:R:3
C 0.298 -1.672 0.759
C 0.725 -0.406 0.888
C 0.372 0.655 -0.106
S 1.447 1.848 -0.549
N -0.868 0.618 -0.585
O -1.427 1.501 -1.482
H 0.559 -2.471 1.458
H -0.277 -2.024 -0.115
H 1.291 -0.090 1.761
H -1.504 -0.058 -0.369
H -0.616 2.099 -1.660
```

Results
Spin multiplicity   1
Structure (SMILES)   C=CC(=S)NO
M   103.1 g/mol
E_HOMO   -8.824 eV
Frontier orbital gap   9.003 eV

Atomic partial charges in e from the Mulliken method, atoms 1 to 6:
1 C -0.7334
2 C -0.1755
3 C 0.5628
4 S -0.4684
5 N -0.1319
6 O -0.3592

---

Which is most stable, and by how much? *P*, by 21.2 kcal/mol.